ORCA calculation (ωB97M-V with the def2-TZVPD basis set) on 2 unconnected molecules or ions with the total composition C2H10N2O in a non-equilibrium geometry.

```
15
Properties=species:S:1:pos:R:3:forces:R:3
N -2.548 -0.305 -0.658 0.806 0.058 -0.962
C -1.164 -0.233 -0.058 -1.595 -0.101 -1.286
C -0.080 0.393 -0.933 0.473 0.025 0.666
N 1.192 0.143 -0.220 0.169 -0.471 -0.077
H -2.636 -1.222 -1.087 -0.145 -0.116 0.233
H -2.590 0.284 -1.497 -0.051 0.228 0.515
H -1.301 0.363 0.833 0.529 -0.166 0.432
H -0.935 -1.274 0.135 0.447 -0.013 0.624
H -0.285 1.461 -0.971 0.200 0.139 -0.192
H -0.015 -0.004 -1.949 -0.517 -0.055 -0.069
H 2.015 0.562 -0.643 -0.352 0.372 -0.178
H 1.365 -0.856 -0.333 0.018 0.118 0.338
O 2.402 0.240 2.834 -0.292 0.124 0.250
H 1.560 0.467 2.403 0.649 -0.241 -0.187
H 3.020 -0.020 2.144 -0.342 0.099 -0.107
```
Forces are in eV/Å.

F_max	2.051	eV/Å
energy above the lowest of the compared OMol25 structures with the same formula, charge and spin	0.5064	eV
DFT total energy	-266.92564	Ha

Here are the natural (NBO) charges for atoms 1 to 6, given in e: -0.821 -0.221 -0.237 -0.847 0.344 0.342



ORCA calculation (ωB97M-V with the def2-TZVPD basis set) on 2 unconnected molecules or ions with the total composition C2H10N2O in a non-equilibrium geometry.

```
15
Properties=species:S:1:pos:R:3:forces:R:3
N 0.081 -0.700 -2.264 0.261 -0.879 -1.206
C -0.097 0.011 -1.037 -0.484 1.797 0.455
C 0.739 -0.569 0.122 1.779 -1.070 -2.321
N 0.807 0.306 1.217 -0.640 0.770 3.258
H -0.031 -1.720 -2.191 -0.155 0.859 -0.021
H -0.450 -0.336 -3.069 0.342 -0.371 0.915
H 0.111 1.116 -1.218 0.542 -1.214 0.235
H -1.145 0.121 -0.727 -0.093 -0.581 0.323
H 1.794 -0.756 -0.178 -0.524 0.010 -0.824
H 0.413 -1.599 0.326 -0.491 0.491 0.581
H 1.352 1.148 1.065 -0.102 -0.303 -0.229
H 1.103 -0.102 2.128 -0.239 0.250 -1.254
O -1.918 0.868 1.844 0.545 0.891 0.678
H -1.018 0.516 1.611 -0.562 0.757 0.311
H -1.742 1.696 2.371 -0.179 -1.408 -0.900
```
Forces are in eV/Å.

F_max	3.408	eV/Å
energy above the lowest of the compared OMol25 structures with the same formula, charge and spin	0.5545	eV
DFT total energy	-266.92387	Ha

Here are the natural (NBO) charges for atoms 1 to 6, given in e: -0.856 -0.221 -0.229 -0.863 0.359 0.372



ORCA calculation (ωB97M-V with the def2-TZVPD basis set) on 3 unconnected molecules or ions with the total composition C2H10N2O2 in a non-equilibrium geometry.

```
16
Properties=species:S:1:pos:R:3:forces:R:3
H -0.818 2.490 0.985 -0.563 0.266 0.143
N -0.952 1.571 0.580 1.220 0.596 -0.401
C 0.160 1.330 -0.037 -0.830 -1.050 0.626
N 0.361 0.138 -0.648 1.254 0.253 -0.252
C 1.725 -0.503 -0.648 -2.500 0.544 -0.615
H 1.031 1.983 -0.054 -0.033 0.208 0.018
H -0.409 -0.492 -0.541 -0.320 -0.180 -0.095
H 1.428 -1.530 -0.838 0.848 -0.344 0.542
H 2.165 -0.278 0.316 0.650 -0.528 -0.124
H 2.289 -0.187 -1.518 0.341 0.318 0.147
O 1.486 -2.350 1.948 -0.195 0.074 0.127
H 0.934 -1.555 1.856 0.136 -0.512 0.312
H 1.189 -2.830 2.738 -0.007 0.448 -0.397
O -2.669 0.472 -1.495 -0.324 -0.425 0.368
H -3.096 -0.381 -1.313 0.117 0.491 -0.088
H -2.553 0.893 -0.621 0.207 -0.159 -0.310
```
Forces are in eV/Å.

F_max	2.632	eV/Å
energy above the lowest of the compared OMol25 structures with the same formula, charge and spin	0.7309	eV
DFT total energy	-342.16701	Ha

Here are the natural (NBO) charges for atoms 1 to 6, given in e: 0.340 -0.770 0.294 -0.604 -0.416 0.153



ORCA calculation (ωB97M-V with the def2-TZVPD basis set) on 2 unconnected molecules or ions with the total composition C2H10N2O2 in a non-equilibrium geometry.

```
16
Properties=species:S:1:pos:R:3:forces:R:3
N 0.587 2.304 -0.533 -0.479 1.183 -0.097
C -0.573 1.387 -0.752 -0.561 0.425 -0.285
O -0.629 0.805 -2.056 0.206 -0.032 0.555
H 0.338 3.180 -0.026 -0.272 -1.296 0.061
H 0.931 2.767 -1.381 -0.201 -0.845 -0.233
H -1.592 1.847 -0.559 1.243 -0.195 0.084
H -0.436 0.509 -0.139 -0.176 0.220 0.683
H -0.195 1.392 -2.656 0.250 0.559 -0.766
N 0.734 -2.243 0.343 -0.905 0.323 -2.295
C 0.631 -1.391 1.448 -1.025 0.753 4.323
O -0.823 -0.997 1.719 2.003 -1.316 -1.668
H 0.578 -1.806 -0.618 0.536 -0.558 2.014
H 1.503 -2.882 0.321 0.199 -0.162 0.170
H 1.125 -0.423 1.395 0.277 0.025 -0.216
H 0.920 -1.885 2.511 -0.124 0.683 -2.830
H -1.151 -1.568 1.003 -0.969 0.234 0.501
```
Forces are in eV/Å.

F_max	4.506	eV/Å
energy above the lowest of the compared OMol25 structures with the same formula, charge and spin	1.8843	eV
DFT total energy	-342.12462	Ha

Here are the natural (NBO) charges for atoms 1 to 6, given in e: -0.870 0.098 -0.723 0.366 0.351 0.143



ORCA calculation (ωB97M-V with the def2-TZVPD basis set) on a single C2H10N2OSi molecule in a non-equilibrium geometry.

```
16
Properties=species:S:1:pos:R:3:forces:R:3
C 1.459 -0.123 0.193 1.666 -0.674 -2.007
N 0.369 -0.741 -0.535 1.162 0.343 -1.226
C -0.094 -0.158 -1.759 -1.845 0.089 -0.516
O -0.765 -1.017 0.215 -1.554 0.561 3.327
Si -1.414 0.066 1.588 2.544 -1.516 -3.888
N -1.088 1.631 0.961 0.486 -0.862 3.120
H 2.541 -0.392 -0.224 -2.385 0.168 0.678
H 1.473 0.967 0.214 -0.187 0.351 0.202
H 1.316 -0.572 1.129 0.601 -0.158 1.710
H -0.203 0.970 -1.824 0.446 -0.978 0.133
H 0.329 -0.605 -2.649 0.965 0.362 -0.167
H -1.115 -0.588 -1.824 0.346 0.661 -0.120
H -0.490 -0.291 2.694 -0.713 0.264 0.232
H -2.771 -0.361 1.358 -0.650 0.003 0.823
H -0.178 1.675 0.601 1.607 0.232 -0.048
H -1.622 1.973 0.256 -2.490 1.156 -2.252
```
Forces are in eV/Å.

F_max	4.887	eV/Å
energy above the lowest of the compared OMol25 structures with the same formula, charge and spin	4.3338	eV
DFT total energy	-556.36364	Ha

Here are the natural (NBO) charges for atoms 1 to 6, given in e: -0.434 -0.167 -0.448 -0.734 1.485 -1.274



ORCA calculation (ωB97M-V with the def2-TZVPD basis set) on a gas-phase ion, C2H10N3 (charge +1) in a non-equilibrium geometry.

```
15
Properties=species:S:1:pos:R:3:forces:R:3
N -0.342 -1.619 1.447 2.329 2.482 -0.583
C 0.016 -0.184 1.478 -1.559 -0.260 -0.837
N 0.669 0.491 0.262 2.524 -2.262 -0.352
C -0.017 0.039 -1.350 2.697 1.185 1.261
N -0.356 1.249 -1.795 -0.590 1.854 -2.687
H -0.081 -2.210 0.718 0.774 -0.905 -1.071
H -1.093 -1.952 1.971 -1.311 0.053 0.830
H -0.937 0.275 1.627 -0.388 1.023 0.276
H 0.707 0.154 2.191 0.724 -0.366 1.827
H 1.551 -0.159 0.131 -1.398 2.359 0.693
H 0.980 1.615 0.451 -1.233 -4.135 -0.800
H 0.934 -0.218 -1.882 -0.959 -0.871 0.868
H -0.737 -0.732 -1.008 0.370 0.714 -0.687
H -1.317 1.446 -1.859 -1.233 0.545 0.026
H 0.201 1.803 -2.500 -0.747 -1.417 1.234
```
Forces are in eV/Å.

total charge	+1
F_max	4.389	eV/Å
energy above the lowest of the compared OMol25 structures with the same formula, charge and spin	3.4794	eV
DFT total energy	-246.13078	Ha

Here are the natural (NBO) charges for atoms 1 to 6, given in e: -0.869 -0.035 -0.665 0.028 -0.812 0.381